{
  "formula": "C23H26ClN2O4S",
  "method": "ωB97M-V with the def2-TZVPD basis set",
  "de_lowest_ev": 0.000,
  "spin_multiplicity": 1,
  "homo_ev": -10.8,
  "smiles": "COc1cc(C[NH2+]CCc2ccc(S(N)(=O)=O)cc2)ccc1OCc1ccc(Cl)cc1",
  "lumo_energy_ev": -2.82,
  "total_charge": 1,
  "gap_ev": 7.96,
  "e_tot_ev": -58794.3511,
  "elements": ["C", "O", "C", "C", "C", "C", "N", "C", "C", "C", "C", "C", "C", "S", "N", "O", "O", "C", "C", "C", "C", "C", "O", "C", "C", "C", "C", "C", "Cl", "C", "C", "H", "H", "H", "H", "H", "H", "H", "H", "H", "H", "H", "H", "H", "H", "H", "H", "H", "H", "H", "H", "H", "H", "H", "H", "H", "H"],
  "coordinates": [[-0.0329, -1.4947, -3.3543], [-0.4095, -0.2121, -2.8725], [0.0167, 0.2609, -1.6833], [-0.5146, 1.5009, -1.3462], [-0.2313, 2.1218, -0.1360], [-0.8161, 3.4582, 0.2128], [-2.1324, 3.2516, 0.9203], [-3.3126, 3.1112, 0.0272], [-4.2873, 2.0857, 0.6135], [-3.5754, 0.7598, 0.6760], [-3.5064, -0.0412, -0.4590], [-2.7342, -1.1884, -0.4569], [-2.0195, -1.5180, 0.6768], [-0.9810, -2.9678, 0.6782], [-1.9972, -4.0915, 1.3668], [-0.7141, -3.3382, -0.6780], [0.1108, -2.7242, 1.5758], [-2.0853, -0.7499, 1.8192], [-2.8684, 0.3939, 1.8204], [0.5700, 1.4548, 0.7796], [1.1446, 0.2421, 0.4482], [0.9236, -0.3600, -0.7869], [1.5519, -1.4750, -1.2020], [2.5065, -2.1076, -0.3644], [3.7304, -1.2683, -0.0937], [4.1873, -0.3549, -1.0349], [5.3116, 0.4112, -0.7882], [5.9928, 0.2550, 0.4087], [7.3957, 1.2106, 0.7261], [5.5570, -0.6610, 1.3546], [4.4259, -1.4141, 1.1006], [-0.2430, -2.2786, -2.6258], [-0.6387, -1.6408, -4.2479], [1.0230, -1.5210, -3.6252], [-1.1332, 1.9776, -2.0909], [-0.1483, 3.9915, 0.8905], [-0.9889, 4.0731, -0.6702], [-2.2988, 3.9962, 1.6029], [-2.0420, 2.3482, 1.4278], [-3.7853, 4.0842, -0.1108], [-2.9598, 2.7443, -0.9375], [-5.1583, 2.0216, -0.0371], [-4.6264, 2.3997, 1.6019], [-4.0589, 0.2342, -1.3440], [-2.6610, -1.8215, -1.3257], [-2.2658, -4.8227, 0.7292], [-1.6489, -4.4620, 2.2354], [-1.5143, -1.0470, 2.6833], [-2.9685, 0.9656, 2.7347], [0.7934, 1.8970, 1.7388], [1.7967, -0.2352, 1.1586], [2.7870, -3.0016, -0.9315], [2.0342, -2.4291, 0.5698], [3.6588, -0.2407, -1.9696], [5.6627, 1.1204, -1.5207], [6.0980, -0.7792, 2.2799], [4.0798, -2.1253, 1.8360]],
  "forces_ev_per_angstrom": [[0.1, -0.5, -0.3], [0.0, 0.3, 0.2], [0.1, 0.0, 0.2], [0.2, -0.1, 0.1], [0.0, -0.1, 0.0], [0.6, -0.2, -0.3], [0.0, 0.0, 0.4], [-0.7, -0.1, -0.3], [0.2, -0.1, 0.0], [-0.1, 0.0, 0.1], [0.0, -0.1, 0.2], [-0.1, 0.0, -0.1], [0.3, -0.3, 0.0], [-0.4, -0.3, 0.3], [0.5, 0.5, -0.3], [-0.4, -0.1, 0.0], [-0.3, 0.0, 0.3], [0.1, 0.1, 0.1], [-0.2, -0.3, -0.1], [0.0, 0.1, -0.1], [0.0, -0.1, 0.0], [-0.1, 0.4, -0.1], [-0.1, 0.1, -0.2], [0.3, -0.3, 0.2], [0.0, 0.0, -0.1], [0.0, -0.1, 0.1], [0.1, 0.0, 0.1], [-0.2, -0.1, 0.0], [0.1, 0.1, 0.0], [0.1, 0.1, 0.0], [-0.1, 0.0, -0.2], [0.0, 0.1, -0.1], [0.1, 0.0, 0.1], [-0.1, 0.0, 0.0], [-0.1, 0.1, -0.1], [-0.2, 0.0, 0.0], [-0.1, 0.0, 0.1], [0.0, -0.2, -0.1], [0.1, 0.4, -0.1], [0.2, 0.0, 0.0], [0.1, 0.1, 0.1], [0.0, 0.1, 0.0], [-0.1, 0.0, 0.0], [-0.1, 0.0, -0.2], [0.0, 0.0, -0.2], [0.0, -0.1, -0.3], [0.2, 0.0, 0.2], [0.1, 0.0, 0.2], [0.0, 0.1, 0.1], [0.1, 0.1, 0.1], [0.1, -0.1, 0.1], [-0.1, 0.1, 0.1], [0.1, 0.1, -0.2], [-0.1, 0.0, -0.1], [0.1, 0.1, -0.1], [0.1, 0.0, 0.1], [0.0, -0.1, 0.1]]
}



{
  "formula": "C23H26F5N4O5PPd",
  "method": "ωB97M-V with the def2-TZVPD basis set",
  "spin_multiplicity": 1,
  "homo_ev": -6.0,
  "lumo_energy_ev": -0.54,
  "total_charge": 0,
  "gap_ev": 5.51,
  "e_tot_ev": -66827.1325,
  "elements": ["Pd", "O", "C", "O", "C", "C", "C", "C", "C", "C", "N", "C", "C", "C", "C", "C", "C", "N", "H", "H", "H", "H", "H", "H", "H", "H", "H", "H", "F", "C", "C", "C", "F", "C", "F", "C", "F", "C", "F", "N", "C", "P", "O", "O", "C", "N", "H", "H", "H", "H", "H", "H", "H", "H", "H", "H", "C", "C", "O", "H", "H", "H", "H", "H", "H"],
  "coordinates": [[0.4176, -0.6364, -0.7819], [4.1311, 6.1925, 0.0747], [2.8030, 6.2473, -0.1731], [2.2360, 7.3009, -0.1256], [2.1149, 4.9610, -0.4831], [2.6585, 3.7057, -0.2203], [1.9535, 2.5543, -0.5246], [0.6870, 2.6382, -1.0959], [0.1398, 3.8911, -1.3639], [0.8461, 5.0373, -1.0536], [-0.0382, 1.4354, -1.3436], [-0.8666, 1.3547, -2.5203], [-1.1424, 0.1262, -3.0228], [-2.0458, -0.0667, -4.1360], [-2.2595, -1.2948, -4.6518], [-1.5980, -2.4249, -4.0901], [-0.7909, -2.2202, -3.0172], [-0.5520, -1.0052, -2.4679], [4.4739, 5.3119, -0.1133], [3.6314, 3.5932, 0.2470], [2.3662, 1.5787, -0.3176], [-0.8484, 3.9710, -1.7959], [0.4247, 6.0145, -1.2430], [-1.2299, 2.2602, -2.9784], [-2.5473, 0.8070, -4.5312], [-2.9368, -1.4231, -5.4872], [-1.7240, -3.4185, -4.4936], [-0.2643, -3.0441, -2.5595], [3.0784, -2.0535, -0.2244], [2.0697, -2.9439, -0.0494], [0.7630, -2.5594, -0.2939], [-0.1775, -3.5355, -0.0128], [-1.4857, -3.2864, -0.2038], [0.1333, -4.7938, 0.4738], [-0.8233, -5.6844, 0.7325], [1.4572, -5.1241, 0.7100], [1.7850, -6.3243, 1.1858], [2.4360, -4.1843, 0.4456], [3.7241, -4.4755, 0.6874], [-1.2514, 1.4490, 1.4376], [-0.3081, 1.2841, 2.5369], [0.5865, -0.2674, 2.2332], [-0.2565, -1.4737, 2.4258], [1.4499, -0.1385, 0.9816], [1.9809, -0.4710, 3.4555], [2.6711, -1.6386, 2.8088], [-1.8632, 0.6483, 1.3071], [-0.6025, 1.2790, -0.4953], [-1.8147, 2.2802, 1.5539], [-0.7632, 1.2283, 3.5348], [0.4049, 2.1123, 2.5275], [1.6438, -0.7660, 4.4459], [2.6862, 0.3553, 3.5061], [2.8265, -1.3658, 1.8237], [2.0185, -2.4286, 2.7783], [3.5403, -1.9156, 3.2532], [-4.7531, -0.4229, 1.6101], [-3.7135, -1.4231, 1.1533], [-2.8600, -0.7816, 0.2070], [-5.4313, -0.8778, 2.3326], [-5.3353, -0.0649, 0.7606], [-4.2787, 0.4380, 2.0863], [-4.1988, -2.2886, 0.6924], [-3.1223, -1.7830, 2.0026], [-2.2561, -1.4497, -0.1411]],
  "forces_ev_per_angstrom": [[0.5, 0.0, -0.6], [0.1, 0.0, 0.0], [0.0, 0.0, 0.1], [0.0, 0.1, 0.0], [-0.1, -0.1, -0.1], [0.0, 0.1, 0.0], [-0.1, 0.0, -0.1], [0.5, 0.0, 0.0], [0.0, -0.1, 0.0], [0.1, 0.0, 0.0], [-0.4, -0.8, 0.5], [0.1, 0.0, -0.2], [0.0, 0.2, 0.0], [-0.1, -0.1, -0.1], [0.0, 0.1, 0.0], [0.1, -0.1, 0.1], [0.0, -0.1, -0.1], [0.0, 0.0, 0.1], [0.0, 0.0, 0.0], [0.0, 0.0, 0.0], [0.0, 0.0, 0.0], [0.0, 0.0, 0.0], [0.0, 0.0, 0.0], [-0.1, 0.0, 0.1], [0.0, 0.0, 0.0], [0.0, 0.0, 0.0], [0.0, 0.0, 0.0], [0.0, 0.0, 0.0], [0.2, 0.0, 0.0], [-0.3, 0.0, 0.0], [0.0, -0.1, 0.1], [0.1, 0.1, -0.1], [-0.1, 0.0, 0.0], [0.1, 0.1, 0.0], [-0.1, -0.1, 0.0], [-0.1, 0.1, 0.0], [0.0, -0.1, 0.0], [0.0, 0.0, 0.0], [0.1, 0.0, 0.0], [0.1, 0.1, 0.0], [0.1, -0.1, 0.1], [-0.2, 0.1, 0.4], [0.0, 0.0, 0.1], [0.0, 0.1, -0.3], [-0.1, 0.0, 0.0], [0.0, 0.1, 0.1], [-0.1, -0.1, 0.0], [-0.3, 0.6, 0.2], [0.0, 0.0, 0.0], [0.0, 0.0, 0.0], [0.1, 0.0, 0.0], [0.0, 0.0, 0.0], [0.0, 0.0, 0.0], [0.1, 0.0, -0.1], [-0.1, -0.1, 0.0], [0.1, -0.1, 0.0], [0.0, 0.0, 0.0], [0.0, 0.0, 0.0], [-0.1, 0.1, 0.1], [0.0, 0.0, 0.0], [0.0, 0.0, 0.0], [0.0, 0.0, 0.0], [0.0, 0.0, 0.0], [0.0, 0.0, 0.0], [0.0, 0.1, 0.0]]
}



{
  "formula": "C23H26FN5O3S",
  "method": "ωB97M-V with the def2-TZVPD basis set",
  "de_lowest_ev": 0.016,
  "spin_multiplicity": 1,
  "homo_ev": -8.1,
  "smiles": "CCOC(=O)N1CCN(C(=O)C2CCN(c3ncnc4c3sc3cccc(F)c34)CC2)CC1",
  "lumo_energy_ev": 0.35,
  "total_charge": 0,
  "gap_ev": 8.40,
  "e_tot_ev": -51420.8806,
  "elements": ["C", "C", "O", "C", "O", "N", "C", "C", "N", "C", "O", "C", "C", "C", "N", "C", "N", "C", "N", "C", "C", "S", "C", "C", "C", "C", "C", "F", "C", "C", "C", "C", "C", "H", "H", "H", "H", "H", "H", "H", "H", "H", "H", "H", "H", "H", "H", "H", "H", "H", "H", "H", "H", "H", "H", "H", "H", "H", "H"],
  "coordinates": [[-8.8320, -2.2962, 0.5447], [-7.3893, -2.7531, 0.6505], [-6.5524, -1.6990, 0.1726], [-5.2280, -1.9476, 0.2270], [-4.7506, -2.9670, 0.6677], [-4.4939, -0.9371, -0.3032], [-3.0543, -0.9657, -0.1850], [-2.5920, 0.1054, 0.8146], [-3.1015, 1.3956, 0.4114], [-2.4101, 2.4586, -0.0693], [-2.9858, 3.4357, -0.5106], [-0.8870, 2.3907, -0.0337], [-0.3144, 3.8111, -0.0472], [1.2090, 3.7620, 0.1118], [1.7410, 2.5584, -0.5011], [2.6624, 1.8248, 0.1502], [3.2022, 2.3968, 1.2378], [4.1505, 1.7682, 1.9035], [4.6688, 0.5946, 1.6321], [4.1433, -0.0257, 0.5745], [3.1236, 0.5369, -0.2085], [2.6106, -0.5568, -1.4824], [3.7728, -1.7573, -0.9850], [3.9701, -2.9899, -1.5879], [4.9451, -3.8206, -1.0737], [5.7117, -3.4342, 0.0214], [5.5016, -2.2047, 0.6113], [6.2517, -1.8532, 1.6631], [4.5266, -1.3361, 0.1211], [1.0090, 2.1562, -1.6722], [-0.3772, 1.6260, -1.2724], [-4.5507, 1.4108, 0.3317], [-5.0269, 0.3553, -0.6715], [-8.9880, -1.4031, 1.1438], [-9.0777, -2.0685, -0.4891], [-9.4896, -3.0832, 0.9016], [-7.1173, -2.9813, 1.6871], [-7.2095, -3.6503, 0.0482], [-2.6155, -0.7681, -1.1691], [-2.7633, -1.9606, 0.1547], [-3.0007, -0.1354, 1.8035], [-1.5071, 0.1051, 0.8789], [-0.5479, 1.8998, 0.8826], [-0.6071, 4.2966, -0.9781], [-0.7482, 4.3914, 0.7669], [1.4959, 3.7446, 1.1641], [1.6692, 4.6425, -0.3509], [4.5421, 2.2858, 2.7692], [3.3734, -3.2826, -2.4371], [5.1187, -4.7844, -1.5263], [6.4741, -4.0841, 0.4201], [1.5586, 1.4095, -2.2416], [0.9021, 3.0424, -2.3051], [-1.0662, 1.7690, -2.1063], [-0.3150, 0.5573, -1.0615], [-4.9629, 1.1928, 1.3225], [-4.8581, 2.4085, 0.0163], [-4.6571, 0.6122, -1.6704], [-6.1136, 0.3062, -0.6911]],
  "forces_ev_per_angstrom": [[0.5, 0.0, -0.1], [-0.2, -0.4, 0.2], [0.0, 0.2, -0.1], [0.0, 0.0, -0.1], [0.0, -0.3, 0.2], [0.0, 0.1, -0.1], [0.2, -0.2, 0.3], [0.2, -0.3, -0.2], [-0.3, -0.1, 0.2], [0.4, -0.1, 0.3], [0.0, 0.3, -0.2], [-0.2, 0.3, -0.1], [0.0, -0.2, 0.0], [-0.1, 0.4, 0.3], [0.0, 0.0, -0.1], [0.5, -0.1, 0.4], [-0.3, 0.2, -0.2], [0.1, -0.1, 0.0], [0.5, -0.4, 0.3], [-0.5, 0.6, -0.1], [0.2, -0.3, 0.0], [0.0, 0.0, 0.0], [0.1, 0.2, 0.3], [0.0, -0.1, -0.1], [-0.1, 0.1, 0.0], [0.1, 0.2, 0.2], [0.0, -0.2, -0.1], [-0.1, 0.0, -0.2], [0.0, -0.3, -0.2], [-0.2, -0.3, -0.1], [0.1, 0.1, 0.0], [-0.3, 0.2, -0.3], [-0.2, 0.3, 0.2], [-0.1, 0.1, 0.1], [-0.1, 0.0, -0.1], [-0.1, -0.1, 0.0], [0.0, 0.0, -0.2], [0.0, 0.1, 0.1], [0.0, 0.0, 0.0], [0.0, 0.1, -0.1], [0.1, 0.0, 0.0], [0.0, 0.0, 0.0], [0.0, -0.1, -0.1], [0.0, 0.0, 0.0], [0.0, 0.1, -0.1], [-0.1, 0.1, -0.2], [0.0, 0.0, 0.1], [0.0, 0.0, 0.1], [0.0, -0.1, -0.1], [0.0, -0.1, 0.0], [0.1, 0.0, 0.1], [0.0, 0.2, -0.1], [0.0, -0.1, 0.0], [-0.1, 0.0, 0.0], [0.0, -0.1, 0.0], [0.0, 0.0, 0.0], [0.0, -0.1, 0.1], [-0.1, 0.0, 0.0], [0.1, 0.1, -0.1]]
}



{
  "formula": "C23H26FN6O9P",
  "method": "ωB97M-V with the def2-TZVPD basis set",
  "de_lowest_ev": 0.479,
  "spin_multiplicity": 1,
  "homo_ev": -7.2,
  "smiles": "COc1cc(Nc2ncc(F)c(Nc3ccc4c(n3)N(COP(=O)(O)O)C(=O)C(C)(C)O4)n2)cc(OC)c1OC",
  "lumo_energy_ev": 0.41,
  "total_charge": 0,
  "gap_ev": 7.58,
  "e_tot_ev": -63651.1444,
  "elements": ["C", "O", "C", "C", "C", "N", "C", "N", "C", "C", "F", "C", "N", "C", "C", "C", "C", "C", "N", "N", "C", "O", "P", "O", "O", "O", "C", "O", "C", "C", "C", "O", "N", "C", "C", "O", "C", "C", "O", "C", "H", "H", "H", "H", "H", "H", "H", "H", "H", "H", "H", "H", "H", "H", "H", "H", "H", "H", "H", "H", "H", "H", "H", "H", "H", "H"],
  "coordinates": [[0.6373, 3.3365, 0.1155], [0.1442, 2.5168, 1.1471], [0.8131, 1.3420, 1.4050], [1.6859, 0.7615, 0.5052], [2.2941, -0.4444, 0.8226], [3.1473, -1.0888, -0.0789], [3.1939, -0.9560, -1.4207], [4.1627, -1.6405, -2.0493], [4.2566, -1.4743, -3.3566], [3.3898, -0.6576, -4.0545], [3.5018, -0.4716, -5.3971], [2.3610, -0.0281, -3.3368], [1.4349, 0.7762, -3.9507], [0.2616, 1.1990, -3.3529], [-0.4109, 2.3466, -3.7788], [-1.5633, 2.7200, -3.1096], [-2.0209, 1.9535, -2.0398], [-1.2950, 0.8016, -1.7261], [-0.2061, 0.4436, -2.3692], [-1.7694, -0.0584, -0.7289], [-1.0359, -1.2965, -0.4709], [-0.6468, -1.3738, 0.8547], [-1.2620, -2.4092, 1.9539], [-0.2804, -3.3632, 2.4329], [-2.5165, -3.0868, 1.2453], [-1.8351, -1.4544, 3.0773], [-2.8572, 0.2543, 0.0016], [-3.3122, -0.5170, 0.8390], [-3.5096, 1.6206, -0.1917], [-3.1025, 2.4747, 1.0193], [-5.0307, 1.4417, -0.2429], [-3.1550, 2.3049, -1.3965], [2.2972, -0.1787, -2.0282], [2.0912, -1.0066, 2.0752], [1.2240, -0.4265, 2.9958], [1.0344, -0.9272, 4.2474], [1.6569, -2.1433, 4.6009], [0.5415, 0.7522, 2.6492], [-0.4107, 1.4150, 3.3784], [-0.6154, 1.1184, 4.7428], [0.4783, 2.8958, -0.8743], [1.7034, 3.5438, 0.2473], [0.0756, 4.2678, 0.1854], [1.8698, 1.2057, -0.4538], [3.7531, -1.8069, 0.2927], [5.0467, -2.0125, -3.8612], [1.6273, 1.0663, -4.8981], [-0.0419, 2.9304, -4.6066], [-2.1191, 3.5977, -3.3974], [-0.1399, -1.2411, -1.0980], [-1.6638, -2.1505, -0.7559], [-3.1818, -2.4112, 1.0531], [-2.4163, -0.7813, 2.7117], [-3.5329, 2.0568, 1.9244], [-3.4780, 3.4854, 0.8781], [-2.0210, 2.5086, 1.1340], [-5.5065, 2.4177, -0.2628], [-5.3119, 0.8970, -1.1416], [-5.3673, 0.8886, 0.6283], [2.5809, -1.9344, 2.3168], [2.7482, -2.0549, 4.5763], [1.3351, -2.3383, 5.6227], [1.3213, -2.9546, 3.9526], [-1.3503, 1.8508, 5.0796], [0.3032, 1.2356, 5.3218], [-1.0051, 0.1092, 4.8831]],
  "forces_ev_per_angstrom": [[0.1, 0.1, -0.2], [0.1, -0.4, 0.3], [0.0, 0.0, 0.4], [-0.1, 0.2, 0.0], [-0.3, 0.3, 0.4], [0.3, -0.4, 0.5], [0.2, 0.0, -1.1], [0.1, -0.2, 0.6], [-0.4, 0.3, -0.3], [-0.1, 0.0, 0.1], [-0.1, 0.0, 0.2], [0.6, -0.3, -0.1], [0.4, 0.0, -0.7], [-0.7, 0.3, 0.4], [0.2, -0.2, 0.1], [-0.1, -0.4, 0.4], [0.5, 0.0, -0.3], [-0.1, 0.8, -0.5], [-0.4, 0.1, -0.2], [0.1, -0.1, 0.2], [0.0, -0.4, -0.6], [-0.4, -0.6, 1.0], [-0.1, 0.4, -0.8], [0.1, -0.2, 0.2], [0.4, -0.2, 0.2], [0.3, -0.3, 0.2], [0.0, 0.1, -0.4], [-0.2, 0.0, 0.2], [-0.6, 0.2, 0.7], [0.1, -0.1, -0.3], [0.4, -0.1, -0.1], [-0.1, -0.1, -0.1], [0.3, -0.1, 0.2], [0.1, 0.0, -0.1], [0.2, 0.4, 0.0], [-0.2, 0.3, -0.2], [0.1, -0.3, 0.0], [-0.1, 0.2, 0.0], [0.1, -0.2, -0.4], [-0.2, 0.0, 0.4], [0.0, 0.0, 0.0], [0.0, 0.0, 0.0], [0.0, 0.0, -0.1], [-0.1, 0.1, 0.0], [0.0, 0.1, -0.1], [0.0, 0.0, -0.2], [0.0, -0.1, 0.1], [0.1, 0.1, -0.1], [-0.1, 0.1, 0.0], [-0.3, -0.1, 0.2], [0.1, 0.2, 0.0], [-0.2, 0.2, -0.1], [-0.2, 0.3, -0.2], [0.0, 0.0, 0.1], [-0.1, 0.1, 0.0], [0.0, 0.0, 0.0], [0.0, 0.1, 0.0], [0.0, 0.0, -0.1], [0.0, 0.0, 0.0], [0.0, -0.2, 0.1], [0.0, 0.0, 0.0], [0.1, 0.0, 0.0], [0.1, 0.0, 0.0], [0.0, 0.0, 0.0], [-0.1, 0.0, 0.0], [0.0, 0.1, 0.0]]
}